<1>
C6H8N2O4 | the ωB97M-V functional and the def2-TZVPD basis

XYZ file:
```
20
C6H8N2O4, DFT the ωB97M-V functional and the def2-TZVPD basis
C 0.469 0.507 0.203
C -3.434 -0.558 0.611
C 1.515 -0.394 0.818
C 1.773 -1.486 -0.228
C 0.426 -1.454 -1.050
C -0.183 1.846 0.250
N -1.146 0.294 -1.351
N -0.251 -0.207 -0.637
O -2.555 -1.260 0.885
O -4.357 0.088 0.380
O -1.337 1.715 -0.503
O 0.682 2.886 -0.261
H 2.472 0.100 1.317
H 0.929 -0.816 1.740
H 2.558 -1.119 -0.971
H 1.957 -2.424 0.130
H 0.632 -1.260 -2.093
H -0.201 -2.399 -0.855
H -0.496 2.231 1.325
H 0.547 3.709 0.289
```

Computed properties:
- E_HOMO (alpha / beta) (hartree) = -0.2857 / -0.2857
- spin multiplicity = 1



<2>
C6H8N2O4 | the ωB97M-V functional and the def2-TZVPD basis

XYZ file:
```
20
C6H8N2O4, DFT the ωB97M-V functional and the def2-TZVPD basis
C 0.839 1.884 -0.099
C -0.588 1.458 0.058
C -0.918 0.029 -0.595
C -0.061 -0.935 0.262
C 1.378 -0.567 0.210
C 1.684 1.245 1.043
N 1.205 1.436 2.335
N 3.128 1.556 0.981
O 1.401 2.559 -0.912
O 0.162 0.935 2.705
O 3.700 1.116 0.011
O 3.580 2.251 1.861
H -0.910 1.279 1.027
H -1.315 2.069 -0.385
H -1.950 0.015 -0.481
H -0.638 -0.066 -1.688
H -0.264 -0.969 1.295
H -0.091 -1.890 -0.142
H 2.037 -1.298 0.806
H 1.876 -0.370 -0.783
```

Computed properties:
- E_HOMO (alpha / beta) (hartree) = -0.3507 / -0.3509
- spin multiplicity = 1



<3>
C6H8N2O4 | the ωB97M-V functional and the def2-TZVPD basis

XYZ file:
```
20
C6H8N2O4, DFT the ωB97M-V functional and the def2-TZVPD basis
C 2.306 1.425 0.708
C -2.052 -0.945 0.300
C -1.431 0.411 -0.168
C -0.898 -1.942 0.168
C -0.025 0.325 0.269
C 1.250 0.850 -0.474
N 1.250 -1.379 -0.693
N 0.283 -1.051 0.113
O 2.881 2.365 0.255
O 2.216 0.878 1.793
O 1.833 -0.316 -1.028
O 1.146 1.832 -1.412
H -2.439 -0.716 1.208
H -2.936 -1.185 -0.471
H -1.283 0.415 -1.188
H -2.133 1.228 0.259
H -0.921 -2.577 0.992
H -0.975 -2.657 -0.626
H 0.068 0.432 1.307
H 1.860 2.606 -1.312
```

Computed properties:
- E_HOMO (alpha / beta) (hartree) = -0.3221 / -0.3221
- spin multiplicity = 1



Going by the energies, <1> is most stable and the next is 0.0221 hartree up.



<1>
C4H12N2O | the ωB97M-V functional and the def2-TZVPD basis

XYZ file:
```
19
C4H12N2O, DFT the ωB97M-V functional and the def2-TZVPD basis
C -0.591 1.992 1.139
C -0.990 0.598 1.603
C -1.529 -0.282 0.436
N -0.468 -1.083 -0.165
C -0.257 -1.128 -1.534
N 0.941 -1.248 -1.936
H 0.124 1.971 0.318
H -1.420 2.570 0.735
H -0.135 2.561 1.950
H -1.809 0.647 2.312
H -0.193 0.057 2.109
H -2.306 -0.929 0.861
H -1.912 0.418 -0.311
H 0.394 -1.070 0.351
H -1.215 -1.198 -2.052
H 1.113 -1.519 -2.893
H 2.919 -0.038 -0.296
H 1.604 0.631 0.075
O 2.526 0.624 0.261
```

Computed properties:
- E_HOMO (hartree) = -0.3364
- spin multiplicity = 1
- structure (SMILES) = [H]/N=C/NCCC.O



<2>
C4H12N2O | the ωB97M-V functional and the def2-TZVPD basis

XYZ file:
```
19
C4H12N2O, DFT the ωB97M-V functional and the def2-TZVPD basis
C -0.870 0.541 -2.153
C -0.444 -0.592 -1.185
C -0.012 -0.113 0.208
C -1.004 0.996 2.038
N -1.205 0.317 0.987
N -1.473 1.692 -1.567
H -1.535 -0.010 -2.841
H 0.044 0.752 -2.717
H -1.339 -1.175 -0.951
H 0.326 -1.159 -1.700
H 0.583 0.783 0.037
H 0.584 -0.884 0.710
H -1.398 2.016 2.147
H -0.564 0.535 2.942
H -2.113 1.550 -0.803
H -1.858 2.382 -2.191
H 4.039 -2.062 2.929
H 4.284 -3.236 2.105
O 3.954 -2.332 2.005
```

Computed properties:
- E_HOMO (hartree) = -0.2977
- spin multiplicity = 1
- structure (SMILES) = C=NCCCN.O



<3>
C4H12N2O | the ωB97M-V functional and the def2-TZVPD basis

XYZ file:
```
19
C4H12N2O, DFT the ωB97M-V functional and the def2-TZVPD basis
N -0.788 -0.603 1.604
C -0.450 0.254 0.430
C 0.953 0.755 0.563
C 1.500 1.512 -0.628
O 1.919 -0.308 0.866
C -0.551 -0.677 -0.875
N -1.575 -1.703 -0.768
H -1.434 -0.134 2.226
H -1.249 -1.392 1.163
H -1.130 1.069 0.146
H 0.999 1.403 1.449
H 1.049 1.350 -1.601
H 2.571 1.332 -0.653
H 1.393 2.580 -0.379
H 1.367 -0.893 1.413
H -0.699 -0.026 -1.742
H 0.418 -1.199 -0.952
H -2.476 -1.254 -0.571
H -1.819 -2.066 -1.691
```

Computed properties:
- E_HOMO (hartree) = -0.3556
- spin multiplicity = 1
- structure (SMILES) = C[C@H](O)[C@H](N)CN



Going by the energies, <1> is most stable and the next is 0.0054 hartree up.



<1>
C4H12N2O | the ωB97M-V functional and the def2-TZVPD basis

XYZ file:
```
19
C4H12N2O, DFT the ωB97M-V functional and the def2-TZVPD basis
C -0.305 0.678 1.674
C 0.942 1.203 0.948
C 1.749 0.191 0.120
C 1.871 0.712 -2.169
N 1.513 -0.137 -1.298
N -1.360 0.298 0.730
H -0.701 1.435 2.350
H 0.043 -0.148 2.288
H 0.877 2.081 0.280
H 1.641 1.430 1.758
H 1.970 -0.817 0.542
H 2.803 0.468 0.205
H 1.315 1.278 -2.924
H 2.915 1.104 -2.134
H -2.161 0.000 1.277
H -1.023 -0.550 0.290
H -4.064 -1.829 -0.583
H -2.718 -1.887 -0.408
O -3.448 -2.519 -0.274
```

Computed properties:
- E_HOMO (hartree) = -0.3135
- spin multiplicity = 1
- structure (SMILES) = C=NCCCN.O



<2>
C4H12N2O | the ωB97M-V functional and the def2-TZVPD basis

XYZ file:
```
19
C4H12N2O, DFT the ωB97M-V functional and the def2-TZVPD basis
N -2.820 -0.271 0.764
C -1.858 0.859 0.766
C -0.501 0.415 1.345
N 0.296 -0.475 0.504
C 1.114 0.148 -0.526
C 2.143 -0.837 -1.041
O 2.552 -0.547 -2.394
H -2.269 -1.117 0.929
H -3.224 -0.543 -0.130
H -2.314 1.542 1.488
H -1.573 1.312 -0.199
H 0.025 1.331 1.661
H -0.787 -0.207 2.197
H -0.424 -0.964 -0.034
H 0.618 0.764 -1.304
H 1.691 0.958 -0.114
H 2.944 -0.883 -0.293
H 1.838 -1.885 -1.121
H 2.550 0.401 -2.497
```

Computed properties:
- E_HOMO (hartree) = -0.3429
- spin multiplicity = 1
- structure (SMILES) = NCCNCCO



<3>
C4H12N2O | the ωB97M-V functional and the def2-TZVPD basis

XYZ file:
```
19
C4H12N2O, DFT the ωB97M-V functional and the def2-TZVPD basis
C -1.643 -0.114 0.146
C -0.270 -0.607 0.500
N 0.295 1.500 1.938
C -0.067 -1.704 1.243
O 0.736 0.686 0.901
H 0.024 0.903 2.720
H -0.530 2.023 1.637
H -1.973 -0.560 -0.790
H -2.410 -0.301 0.900
H -1.659 0.962 -0.035
H -0.877 -2.380 1.473
H 0.921 -1.982 1.574
C 1.253 -0.293 -1.865
N 1.068 1.085 -1.908
H 1.134 1.489 -0.972
H 0.214 1.377 -2.365
H 1.068 -0.791 -2.812
H 2.208 -0.558 -1.423
H 0.507 -0.732 -0.860
```

Computed properties:
- E_HOMO (hartree) = -0.2821
- spin multiplicity = 1
- structure (SMILES) = C=C(C)ON.CN



<4>
C4H12N2O | the ωB97M-V functional and the def2-TZVPD basis

XYZ file:
```
19
C4H12N2O, DFT the ωB97M-V functional and the def2-TZVPD basis
C -0.044 0.027 -1.403
N -1.316 -0.636 -0.970
C -1.776 -0.642 0.408
O -0.847 -1.396 1.220
C 1.302 -0.109 -0.625
N 1.176 0.575 0.671
C 1.304 2.026 0.608
H 0.172 -0.504 -2.329
H -0.315 1.072 -1.663
H -1.300 -1.597 -1.301
H -2.687 -1.208 0.507
H -1.858 0.383 0.785
H -0.084 -0.791 1.250
H 2.194 0.310 -1.165
H 1.374 -1.179 -0.422
H 1.840 0.254 1.367
H 0.933 2.516 1.511
H 2.315 2.475 0.521
H 0.763 2.492 -0.211
```

Computed properties:
- E_HOMO (hartree) = -0.3205
- spin multiplicity = 1
- structure (SMILES) = CNCCNCO



Going by the energies, <4> is most stable and the next is 0.0164 hartree up.



<1>
C4H12N2O | the ωB97M-V functional and the def2-TZVPD basis

XYZ file:
```
19
C4H12N2O, DFT the ωB97M-V functional and the def2-TZVPD basis
C -0.492 -1.352 -1.786
C -0.589 2.159 0.069
C 0.492 1.196 0.491
N -1.022 -2.001 -0.599
N 1.684 1.132 0.086
H -1.926 -2.417 -0.800
H -1.154 -1.321 0.143
H 1.936 1.821 -0.613
H -1.147 -0.576 -2.211
H -0.322 -2.110 -2.551
H -1.467 1.605 -0.255
H -0.875 2.776 0.918
H -0.242 2.796 -0.740
C 0.984 -0.609 1.899
O 0.045 0.340 1.420
H 0.464 -0.893 -1.536
H 1.879 -0.102 2.261
H 1.266 -1.297 1.100
H 0.487 -1.145 2.705
```

Computed properties:
- E_HOMO (hartree) = -0.3364
- spin multiplicity = 1
- structure (SMILES) = [H]/N=C(\C)OC.CN



<2>
C4H12N2O | the ωB97M-V functional and the def2-TZVPD basis

XYZ file:
```
19
C4H12N2O, DFT the ωB97M-V functional and the def2-TZVPD basis
N -1.170 0.672 -0.712
C -0.271 -0.371 -0.130
C 1.140 0.180 0.377
C 0.981 0.711 1.885
O 0.090 1.749 1.907
C 0.140 -1.522 -1.099
N -0.713 -1.543 -2.312
H -0.698 1.458 -0.479
H -1.998 0.719 -0.037
H -0.829 1.685 1.609
H -1.017 -0.849 0.706
H 1.600 0.950 -0.244
H 2.022 -0.379 0.458
H 0.792 -0.088 2.668
H 1.904 1.281 2.183
H 0.129 -2.554 -0.781
H 1.191 -1.428 -1.436
H -1.519 -2.095 -2.270
H -1.055 -0.588 -2.666
```

Computed properties:
- E_HOMO (hartree) = -0.3190
- spin multiplicity = 1
- structure (SMILES) = NC[C@H](N)CCO



<3>
C4H12N2O | the ωB97M-V functional and the def2-TZVPD basis

XYZ file:
```
19
C4H12N2O, DFT the ωB97M-V functional and the def2-TZVPD basis
C -0.175 1.168 -1.606
C -0.386 -1.259 -1.087
N 0.258 0.008 -0.860
C 1.557 0.020 -0.225
O 2.098 -1.076 0.125
H 2.189 0.740 -0.801
H 0.301 2.062 -1.203
H -0.188 -1.925 -0.248
H 0.104 1.069 -2.662
H -1.257 1.281 -1.523
H -1.461 -1.117 -1.201
H 0.029 -1.725 -1.991
C -0.596 -0.316 2.236
N -0.360 0.865 1.437
H -1.211 1.438 1.501
H 1.126 0.711 0.813
H 0.303 -0.938 2.237
H -1.401 -0.935 1.804
H -0.930 -0.069 3.254
```

Computed properties:
- E_HOMO (alpha / beta) (hartree) = -0.2805 / -0.2988
- spin multiplicity = 1



Going by the energies, <1> is most stable and the next is 0.0729 hartree up.



<1>
C4H12N2O | the ωB97M-V functional and the def2-TZVPD basis

XYZ file:
```
19
C4H12N2O, DFT the ωB97M-V functional and the def2-TZVPD basis
N -1.320 1.304 1.653
C -1.017 -0.085 1.941
C 0.410 -0.423 1.761
N 0.821 0.356 0.517
C 0.169 -0.111 -0.774
C 0.900 -0.014 -2.040
O 0.265 -0.930 -2.931
H -0.797 1.748 0.902
H -2.345 1.425 1.365
H -1.261 -0.298 2.969
H -1.540 -0.835 1.267
H 0.414 -1.584 1.695
H 1.129 0.014 2.541
H 0.814 1.318 0.833
H -0.902 0.328 -0.808
H -0.208 -1.249 -0.648
H 1.924 -0.412 -2.062
H 1.014 1.013 -2.411
H 0.355 -1.850 -2.710
```

Computed properties:
- E_HOMO (hartree) = -0.3196
- spin multiplicity = 1
- structure (SMILES) = NCCNCCO



<2>
C4H12N2O | the ωB97M-V functional and the def2-TZVPD basis

XYZ file:
```
19
C4H12N2O, DFT the ωB97M-V functional and the def2-TZVPD basis
C 0.545 0.872 -2.615
C -0.150 -0.459 -2.355
C -0.425 -1.967 -0.924
N 0.356 -0.968 -0.979
H 0.620 1.484 -1.718
H 1.560 0.656 -2.933
H 0.061 1.400 -3.433
H -1.234 -0.301 -2.447
H 0.165 -1.137 -3.152
H -1.340 -1.984 -0.294
H -0.222 -2.922 -1.446
H 0.269 0.258 0.314
N -0.416 1.046 3.321
C -0.037 0.191 2.240
O 0.178 0.918 1.042
H 0.400 1.505 3.697
H -1.035 1.772 2.991
H 0.863 -0.353 2.534
H -0.810 -0.560 2.057
```

Computed properties:
- E_HOMO (hartree) = -0.3154
- spin multiplicity = 1
- structure (SMILES) = C=NCC.NCO



<3>
C4H12N2O | the ωB97M-V functional and the def2-TZVPD basis

XYZ file:
```
19
C4H12N2O, DFT the ωB97M-V functional and the def2-TZVPD basis
C -0.784 0.680 -1.850
C 1.299 1.688 -1.225
N 0.455 0.763 -1.040
H -1.598 0.663 -1.084
H -0.827 -0.257 -2.452
H -0.943 1.550 -2.528
H 1.052 2.427 -2.020
H 2.114 1.806 -0.524
H 0.420 0.225 0.054
C 0.054 -1.936 0.525
N 0.492 -0.674 1.174
C -0.560 0.019 1.981
O -1.334 0.727 1.143
H -0.929 -1.829 0.048
H 0.015 -2.774 1.237
H 0.730 -2.255 -0.279
H 1.421 -0.691 1.605
H 0.001 0.658 2.706
H -1.078 -0.789 2.530
```

Computed properties:
- E_HOMO (hartree) = -0.2504
- spin multiplicity = 1



Going by the energies, <1> is most stable and the next is 0.0266 hartree up.